[1]
DFT (the ωB97M-V functional and the def2-TZVPD basis) results for C27H21MoN7O2 as an isolated structure.

Structure (XYZ):
```
58
Properties=species:S:1:pos:R:3:forces:R:3
Mo 0.3359 0.2475 0.3616 -0.276 0.253 -0.631
C -2.4112 -1.0028 3.6600 -0.013 -0.080 0.001
C -1.4203 -0.8571 2.5581 -0.019 -0.096 -0.041
N -1.0613 0.2654 1.9930 -0.235 -0.006 0.361
O -1.6063 1.4522 2.4059 0.008 0.054 0.047
C -0.7587 -1.9970 1.9265 0.128 -0.075 -0.022
C -0.8913 -3.4463 2.2374 -0.078 0.057 0.046
N -0.0135 -1.4696 1.0150 -0.319 -0.712 0.062
O 0.8151 -1.6788 -0.0058 -0.182 0.514 0.244
H -2.5378 -0.0934 4.2449 0.031 0.004 0.039
H -2.0829 -1.7820 4.3477 -0.015 0.002 -0.014
H -3.3835 -1.3050 3.2635 -0.006 0.016 0.011
H -2.4296 1.2687 2.8833 -0.039 0.049 0.021
H -1.9396 -3.7113 2.3810 0.033 0.009 -0.006
H -0.3510 -3.6948 3.1522 -0.003 0.005 0.018
H -0.4865 -4.0444 1.4251 0.022 -0.008 -0.020
N 6.0405 0.1490 2.6062 -0.272 0.112 -0.015
C 5.0243 0.6837 2.5535 0.161 -0.034 0.037
C 3.7530 1.3541 2.4827 0.212 -0.068 0.063
C 3.5345 2.5890 3.0897 0.074 0.084 0.063
C 2.2871 3.1753 2.9856 0.092 0.119 0.112
C 1.2938 2.5372 2.2759 -0.069 -0.095 -0.086
N 1.5152 1.3575 1.6821 0.365 -0.135 0.159
C 2.7201 0.7686 1.7841 -0.125 0.103 0.019
H 4.3370 3.0741 3.6297 -0.013 -0.009 0.010
H 2.0773 4.1252 3.4551 0.015 0.018 -0.017
H 0.3074 2.9566 2.1723 -0.131 0.050 -0.015
H 2.8577 -0.1906 1.2999 0.049 -0.041 -0.113
N 4.3343 -0.0179 -4.8136 -0.175 0.117 0.206
C 3.5979 0.3997 -4.0298 -0.070 -0.004 0.187
N 2.7284 0.9074 -3.1749 0.233 -0.003 -0.597
C 2.1390 0.8084 -2.1311 -0.209 -0.098 0.418
N 1.5008 0.8329 -1.1068 0.707 0.103 -0.663
C -1.2618 0.9358 -0.6289 0.289 -0.218 0.357
C -2.1818 1.4282 -1.2669 -0.340 0.103 -0.395
C -3.2180 1.9674 -2.0455 0.141 0.088 0.185
C -3.7102 1.2180 -3.1583 -0.021 -0.118 0.005
C -3.4478 -0.1684 -3.2543 -0.018 0.079 0.051
C -3.8985 -0.8880 -4.3333 0.003 -0.019 -0.028
C -4.5981 -0.2394 -5.3515 -0.030 0.013 -0.042
C -4.8457 1.1287 -5.2907 -0.022 0.002 -0.017
C -4.4066 1.8588 -4.2067 0.045 0.036 -0.070
C -3.7248 3.2733 -1.6785 0.114 -0.094 -0.039
C -5.0763 3.5922 -1.8839 -0.140 0.020 0.053
C -5.5513 4.8414 -1.5357 -0.042 0.025 -0.018
C -4.6861 5.7892 -1.0024 0.024 0.001 0.002
C -3.3437 5.4822 -0.7857 0.010 0.005 0.000
C -2.8687 4.2266 -1.0980 0.020 -0.038 0.020
H -2.9118 -0.6639 -2.4558 0.002 -0.002 0.003
H -3.7075 -1.9505 -4.3976 -0.015 0.020 -0.007
H -4.9389 -0.8052 -6.2098 0.003 0.013 0.031
H -5.3658 1.6245 -6.1003 0.042 -0.033 0.029
H -4.5412 2.9326 -4.1925 0.037 -0.092 -0.029
H -5.7581 2.8413 -2.2611 0.022 0.036 0.033
H -6.5970 5.0794 -1.6812 0.035 -0.008 0.026
H -5.0600 6.7721 -0.7457 0.012 -0.018 -0.010
H -2.6750 6.2308 -0.3811 -0.033 -0.029 -0.005
H -1.8245 3.9810 -0.9466 -0.017 0.022 -0.020
```
Positions in Å, forces in eV/Å.

- LUMO (eV) = -7.89
- HOMO energy (eV) = -13.63
- charge = +2
- total energy (hartree) = -1642.66462



[2]
DFT (the ωB97M-V functional and the def2-TZVPD basis) results for C27H28AuBN3O11S4 as an isolated structure in a non-equilibrium geometry.

Structure (XYZ):
```
75
Properties=species:S:1:pos:R:3:forces:R:3
Au 1.7455 0.9766 0.2062 0.732 -1.086 -0.342
O 5.8531 0.7298 -1.9000 -0.142 0.017 0.060
S 4.5748 0.1045 -1.6870 0.161 0.098 -0.319
O 4.6225 -1.3505 -1.6363 0.195 0.203 0.043
O 3.8222 0.6811 -0.5593 0.031 0.151 0.526
C 3.5668 0.4453 -3.1470 0.019 -0.132 0.054
C 3.7093 -0.4917 -4.1637 0.009 -0.004 -0.062
C 2.9003 -0.4703 -5.2847 -0.005 0.033 0.011
C 1.9159 0.4989 -5.4031 0.035 -0.032 0.031
C 1.7962 1.4671 -4.4224 0.054 0.071 -0.038
C 2.6277 1.4622 -3.3049 -0.029 0.151 0.028
S 2.4549 2.8985 -2.2402 0.168 0.074 -0.031
O 1.6894 3.8624 -2.9860 -0.032 -0.065 -0.025
O 3.7556 3.2871 -1.7964 0.045 -0.045 0.009
O 1.5468 2.4717 -1.0789 -0.510 0.147 -0.309
H 4.4532 -1.2659 -4.0397 -0.015 -0.037 0.004
H 3.0235 -1.2242 -6.0522 0.009 0.002 -0.004
H 1.2565 0.5143 -6.2615 -0.002 0.008 0.002
H 1.0827 2.2725 -4.5215 -0.024 -0.020 0.013
C -6.0360 3.6535 0.2368 -0.003 -0.009 0.002
C -5.9807 2.3186 -0.5200 -0.005 -0.020 0.006
C -7.2259 1.5117 -0.1491 0.011 0.002 -0.006
C -6.0152 2.5917 -2.0298 -0.011 0.006 0.004
C -4.6846 1.5830 -0.1731 -0.026 0.004 -0.007
C -4.6725 0.2734 0.3055 -0.060 0.026 0.020
C -3.4928 -0.4088 0.6106 0.062 0.001 -0.026
C -2.3193 0.2730 0.4139 -0.027 0.003 0.025
O -1.0256 -0.1362 0.6312 -0.361 0.054 -0.087
B -0.2604 0.9391 0.2629 0.387 0.183 0.166
O -1.0137 2.0139 -0.1513 -0.245 0.118 -0.067
C -2.3138 1.5749 -0.0617 0.010 0.034 0.032
C -3.4677 2.2529 -0.3617 0.048 -0.052 -0.025
H -6.9991 4.1406 0.0686 0.000 0.016 -0.017
H -5.2551 4.3384 -0.0939 0.015 -0.003 0.009
H -5.9124 3.4964 1.3096 -0.018 -0.007 0.009
H -8.1181 2.0833 -0.4118 -0.002 0.006 0.003
H -7.2643 1.3007 0.9213 0.003 -0.001 0.007
H -7.2702 0.5646 -0.6890 0.002 -0.003 -0.007
H -6.9109 3.1598 -2.2926 -0.010 0.002 -0.004
H -6.0240 1.6557 -2.5907 0.006 -0.011 -0.003
H -5.1441 3.1638 -2.3499 0.001 0.013 -0.001
H -5.6060 -0.2494 0.4551 -0.006 0.002 -0.003
H -3.5000 -1.4254 0.9774 0.005 -0.008 0.009
H -3.4179 3.2645 -0.7401 0.005 0.016 0.006
S 1.3304 -1.4537 -1.6962 -0.706 0.228 -0.171
C 1.8465 -2.8834 -0.9875 0.407 0.117 0.090
N 1.1969 -3.4541 0.0482 0.025 -0.069 0.011
C 1.7591 -4.5701 0.7891 0.084 0.063 0.072
C 2.5317 -5.4593 -0.1703 -0.010 0.023 0.013
C 3.5894 -4.6210 -0.8660 0.036 0.030 0.046
N 2.9526 -3.4688 -1.4721 -0.307 -0.317 -0.083
H 0.5927 -2.8219 0.5564 -0.154 0.081 -0.036
H 0.9432 -5.1151 1.2664 -0.001 0.006 -0.028
H 2.4236 -4.2047 1.5831 0.000 -0.061 -0.013
H 1.8452 -5.8632 -0.9185 -0.013 -0.035 0.024
H 2.9894 -6.2940 0.3616 0.014 0.026 0.013
H 4.0872 -5.1928 -1.6514 0.005 -0.002 0.025
H 4.3547 -4.3025 -0.1485 0.003 0.004 -0.021
H 3.5150 -2.8346 -2.0320 0.030 -0.025 0.160
O 0.2584 -1.6082 2.2862 0.240 -0.306 -0.059
C 1.1231 -0.8409 2.6484 -0.160 -0.188 0.044
N 2.1126 -0.2852 1.8515 -0.236 0.591 0.038
S 3.2100 0.5628 2.7944 0.134 0.120 0.011
O 3.3059 1.9108 2.3064 0.006 -0.083 0.120
O 4.4070 -0.1913 3.0028 0.022 -0.084 -0.016
C 2.2659 0.4785 4.2830 -0.044 -0.107 0.007
C 2.5197 1.0494 5.5150 0.001 0.000 -0.005
C 1.6489 0.7321 6.5480 0.025 0.029 0.014
C 0.5781 -0.1377 6.3461 -0.018 -0.012 0.021
C 0.3449 -0.7036 5.1024 0.016 0.030 -0.056
C 1.2072 -0.3745 4.0691 0.105 0.050 0.078
H 3.3540 1.7214 5.6623 0.020 -0.016 0.006
H 1.8041 1.1659 7.5274 -0.002 0.005 0.006
H -0.0791 -0.3703 7.1740 -0.008 0.009 0.003
H -0.4849 -1.3731 4.9210 0.003 -0.014 -0.008
```
Positions in Å, forces in eV/Å.

- LUMO (eV) = 1.84
- HOMO energy (eV) = -5.32
- charge = -1
- total energy (hartree) = -3791.08737
- relative energy (zero: lowest compared OMol25 entry of this formula, charge and spin) (kcal/mol) = 38.6